{"formula": "C32H40F7N3O5S", "method": "ωB97M-V with the def2-TZVPD basis set", "spin_multiplicity": 1, "smiles": "CCc1nc2c(Cc3cccc(C)c3)c(C)c(S(=O)(=O)C(F)(F)C(F)(F)C(F)(F)F)c(CCO)c2nc1CCN.CC(C)=O.CC(C)=O", "energy_ev": -78369.677, "elements": ["C", "C", "C", "N", "C", "C", "C", "C", "C", "C", "C", "C", "C", "C", "C", "C", "C", "S", "O", "O", "C", "F", "F", "C", "F", "F", "C", "F", "F", "F", "C", "C", "C", "O", "C", "N", "C", "C", "C", "N", "H", "H", "H", "H", "H", "H", "H", "H", "H", "H", "H", "H", "H", "H", "H", "H", "H", "H", "H", "H", "H", "H", "H", "H", "H", "H", "H", "H", "C", "C", "C", "O", "H", "H", "H", "H", "H", "H", "C", "C", "C", "O", "H", "H", "H", "H", "H", "H"], "coordinates": [[-2.140, 4.469, 3.014], [-1.143, 4.970, 1.814], [-0.634, 3.667, 0.898], [0.503, 2.869, 1.473], [0.767, 1.729, 0.530], [1.971, 0.664, 0.993], [2.744, 0.918, 2.423], [4.342, 1.263, 2.289], [5.012, 2.398, 1.314], [6.638, 2.605, 1.364], [7.649, 1.719, 2.359], [6.989, 0.551, 3.328], [7.828, -0.415, 4.358], [5.362, 0.358, 3.255], [2.375, -0.641, 0.084], [3.558, -1.626, 0.669], [1.616, -1.005, -1.361], [2.144, -2.505, -2.349], [1.715, -2.452, -3.865], [3.719, -2.605, -2.394], [1.544, -4.150, -1.684], [1.228, -5.003, -2.891], [2.675, -4.854, -1.001], [0.310, -4.059, -0.608], [0.829, -3.355, 0.624], [-0.867, -3.309, -1.178], [-0.251, -5.515, -0.079], [0.703, -6.067, 0.911], [-1.515, -5.205, 0.690], [-0.651, -6.452, -1.154], [0.410, 0.056, -1.790], [-0.476, -0.194, -3.187], [0.192, 0.635, -4.478], [-0.265, -0.085, -5.687], [0.011, 1.389, -0.870], [-1.087, 2.265, -1.402], [-1.427, 3.419, -0.502], [-2.675, 4.403, -1.006], [-4.108, 3.791, -0.500], [-4.972, 4.747, 0.293], [-3.240, 4.876, 2.918], [-1.699, 4.879, 4.045], [-2.112, 3.286, 3.111], [-0.158, 5.380, 2.348], [-1.546, 5.857, 1.165], [2.642, -0.102, 3.035], [2.239, 1.738, 3.108], [4.306, 3.033, 0.592], [7.193, 3.402, 0.683], [8.810, 1.891, 2.411], [8.322, 0.221, 5.238], [7.162, -1.227, 4.907], [8.671, -1.035, 3.790], [4.881, -0.458, 3.969], [3.596, -1.673, 1.838], [4.578, -1.287, 0.169], [3.375, -2.737, 0.285], [-0.613, -1.334, -3.417], [-1.569, 0.266, -3.078], [1.359, 0.733, -4.390], [-0.339, 1.704, -4.508], [0.503, -0.446, -6.221], [-2.500, 5.535, -0.767], [-2.661, 4.316, -2.196], [-3.856, 2.828, 0.158], [-4.711, 3.467, -1.462], [-5.974, 4.389, 0.277], [-4.686, 4.584, 1.305], [-4.490, -3.794, 5.079], [-3.536, -3.223, 4.064], [-3.176, -4.090, 2.887], [-3.069, -2.093, 4.191], [-4.659, -3.057, 5.872], [-5.447, -4.020, 4.603], [-4.063, -4.696, 5.524], [-4.074, -4.330, 2.313], [-2.690, -5.006, 3.235], [-2.479, -3.549, 2.238], [-5.486, -0.578, -4.597], [-4.264, 0.131, -5.117], [-3.622, -0.418, -6.363], [-3.808, 1.120, -4.546], [-5.842, -0.072, -3.693], [-6.279, -0.551, -5.349], [-5.237, -1.612, -4.344], [-4.332, -0.384, -7.194], [-3.289, -1.444, -6.189], [-2.751, 0.194, -6.622]], "mulliken_charge": [-0.857, -0.436, 0.350, -0.410, 0.207, 0.268, -0.847, 0.402, -0.325, -0.407, -0.425, 0.480, -0.950, -0.446, 0.064, -1.030, 0.184, 1.296, -0.609, -0.639, 0.531, -0.260, -0.242, 0.622, -0.264, -0.273, 0.481, -0.210, -0.223, -0.197, 0.239, -0.424, -0.327, -0.482, -0.224, -0.143, -0.075, -0.826, -0.273, -0.672, 0.185, 0.308, 0.244, 0.361, 0.242, 0.303, 0.315, 0.286, 0.251, 0.279, 0.257, 0.279, 0.259, 0.092, 0.207, 0.274, 0.211, 0.258, 0.223, 0.320, 0.217, 0.291, 0.379, 0.305, 0.280, 0.266, 0.279, 0.197, -1.081, 0.742, -0.868, -0.563, 0.297, 0.310, 0.308, 0.338, 0.325, 0.195, -1.149, 0.884, -1.026, -0.547, 0.287, 0.346, 0.308, 0.422, 0.309, 0.167]}

=====

{"formula": "C19H43NO6PS", "method": "ωB97M-V with the def2-TZVPD basis set", "charge": 1, "spin_multiplicity": 1, "e_above_lowest_kcal_mol": 0.0, "energy_ev": -54294.101, "elements": ["C", "C", "C", "C", "C", "C", "C", "C", "P", "N", "C", "S", "C", "C", "H", "H", "H", "H", "H", "H", "H", "H", "H", "H", "H", "H", "H", "H", "H", "H", "H", "H", "H", "H", "H", "H", "H", "H", "H", "H", "H", "C", "C", "O", "C", "O", "O", "C", "H", "H", "H", "H", "H", "H", "H", "H", "C", "C", "O", "C", "O", "O", "C", "H", "H", "H", "H", "H", "H", "H", "H"], "coordinates": [[-0.395, -3.541, -0.188], [0.558, -2.330, -0.089], [0.849, -1.699, -1.465], [0.345, -0.260, -1.678], [-1.082, -0.219, -2.276], [-2.238, 0.249, -1.359], [-2.118, -0.115, 0.106], [-3.094, 0.638, 1.040], [-4.839, 0.485, 0.635], [-5.359, 1.196, -0.751], [-5.367, -1.245, 0.661], [-5.407, -1.995, -0.994], [-7.202, -2.222, -1.264], [-7.839, -1.217, -2.215], [-1.429, -3.214, -0.098], [-0.168, -4.285, 0.563], [-0.298, -4.015, -1.157], [1.497, -2.727, 0.275], [0.170, -1.609, 0.617], [0.481, -2.316, -2.274], [1.928, -1.677, -1.587], [1.001, 0.184, -2.419], [0.454, 0.352, -0.789], [-1.068, 0.482, -3.103], [-1.334, -1.181, -2.708], [-2.392, 1.318, -1.497], [-3.138, -0.234, -1.733], [-1.135, 0.094, 0.503], [-2.335, -1.171, 0.228], [-2.823, 1.683, 1.163], [-3.007, 0.182, 2.025], [-5.524, 1.131, 1.667], [-5.324, 0.560, -1.545], [-4.892, 2.074, -0.950], [-6.373, -1.251, 1.061], [-4.746, -1.815, 1.342], [-7.652, -2.150, -0.281], [-7.361, -3.241, -1.583], [-7.988, -1.663, -3.192], [-7.218, -0.343, -2.353], [-8.806, -0.881, -1.860], [4.507, 4.750, 1.183], [4.546, 4.363, -0.279], [3.490, 3.441, -0.616], [2.285, 3.978, -0.778], [1.993, 5.142, -0.707], [1.428, 2.980, -1.052], [0.073, 3.395, -1.186], [4.526, 3.859, 1.813], [5.369, 5.369, 1.429], [3.603, 5.310, 1.419], [5.467, 3.832, -0.506], [4.492, 5.235, -0.929], [-0.030, 4.200, -1.910], [-0.319, 3.713, -0.219], [-0.482, 2.527, -1.532], [7.180, -3.105, 2.829], [6.429, -2.106, 3.682], [6.005, -0.963, 2.918], [4.929, -1.144, 2.160], [4.261, -2.145, 2.088], [4.685, -0.004, 1.504], [3.575, -0.075, 0.611], [8.014, -2.620, 2.321], [7.570, -3.911, 3.451], [6.531, -3.540, 2.070], [7.081, -1.703, 4.455], [5.569, -2.560, 4.172], [2.684, -0.435, 1.123], [3.810, -0.729, -0.229], [3.398, 0.932, 0.241]], "mulliken_charge": [-1.269, -0.150, -1.343, -0.245, -1.594, -0.184, 0.316, -0.978, 0.268, -0.511, -0.922, 0.009, -0.518, -0.858, 0.107, 0.384, 0.337, 0.353, 0.299, 0.647, 0.381, 0.458, 0.285, 0.304, 0.664, 0.546, 0.137, 0.220, -0.211, 0.471, 0.477, 0.155, 0.225, 0.301, 0.514, 0.472, 0.293, 0.466, 0.316, 0.196, 0.302, -1.102, -0.261, -0.330, 0.660, -0.556, -0.214, -0.652, 0.262, 0.383, 0.324, 0.318, 0.360, 0.415, 0.293, -0.014, -1.097, -0.158, -0.392, 0.728, -0.573, -0.310, -0.408, 0.300, 0.356, 0.307, 0.295, 0.311, 0.270, 0.327, 0.036]}

=====

{"formula": "C42H42N9O4SSbY", "method": "ωB97M-V with the def2-TZVPD basis set", "charge": 1, "spin_multiplicity": 1, "e_above_lowest_kcal_mol": 33.0, "energy_ev": -84251.793, "elements": ["Y", "O", "C", "O", "C", "C", "C", "C", "C", "N", "C", "O", "O", "H", "H", "H", "C", "C", "N", "N", "C", "N", "S", "C", "C", "C", "C", "C", "N", "H", "H", "H", "H", "H", "H", "H", "H", "H", "H", "N", "C", "C", "C", "C", "C", "N", "C", "H", "H", "H", "H", "N", "N", "H", "H", "H", "H", "C", "C", "C", "C", "C", "C", "C", "Sb", "C", "C", "C", "C", "C", "C", "C", "C", "C", "C", "C", "C", "C", "C", "H", "H", "H", "H", "H", "H", "H", "H", "H", "H", "H", "H", "H", "H", "H", "H", "H", "H", "H", "H", "H"], "coordinates": [[-0.248, 0.980, 1.235], [-4.128, 2.928, 2.113], [-2.992, 2.675, 1.767], [-2.201, 1.816, 2.305], [-2.358, 3.411, 0.582], [-2.858, 4.567, -0.002], [-2.100, 5.186, -0.988], [-0.846, 4.684, -1.303], [-0.415, 3.538, -0.652], [-1.187, 2.892, 0.218], [0.998, 2.986, -0.759], [1.788, 3.455, -1.549], [1.241, 2.020, 0.064], [-3.808, 4.954, 0.335], [-2.477, 6.066, -1.490], [-0.195, 5.155, -2.023], [1.898, -0.667, 5.572], [1.701, -0.269, 4.133], [1.201, 0.852, 3.747], [0.868, 1.791, 4.644], [0.533, 3.068, 4.274], [0.303, 3.925, 5.280], [0.449, 3.543, 2.693], [2.141, -1.183, 3.072], [3.084, -2.179, 3.338], [3.501, -3.020, 2.321], [2.967, -2.840, 1.058], [2.046, -1.819, 0.878], [1.631, -1.007, 1.841], [1.081, -0.312, 6.200], [1.934, -1.747, 5.675], [2.830, -0.256, 5.963], [1.015, 1.611, 5.639], [0.418, 3.688, 6.253], [0.060, 4.871, 5.038], [3.516, -2.283, 4.319], [4.223, -3.797, 2.515], [3.248, -3.469, 0.229], [1.624, -1.665, -0.105], [-1.198, -5.523, 3.403], [-1.356, -4.411, 3.626], [-1.537, -3.026, 3.859], [-2.250, -2.532, 4.952], [-2.382, -1.161, 5.070], [-1.797, -0.337, 4.118], [-1.115, -0.804, 3.070], [-0.999, -2.119, 2.946], [-2.685, -3.203, 5.675], [-2.937, -0.726, 5.885], [-1.903, 0.737, 4.170], [-0.451, -2.489, 2.091], [-3.136, -0.664, -0.725], [-2.807, -0.418, 0.656], [-4.127, -0.484, -0.909], [-2.980, -1.647, -0.936], [-3.305, -1.059, 1.287], [-3.177, 0.508, 0.877], [-2.513, 1.604, -2.783], [-1.268, 2.028, -3.497], [-1.333, 3.010, -4.477], [-0.206, 3.403, -5.176], [1.015, 2.813, -4.903], [1.099, 1.831, -3.928], [-0.033, 1.437, -3.229], [0.177, -0.066, -1.691], [2.342, -0.522, -2.032], [3.213, 0.353, -1.389], [4.586, 0.226, -1.495], [5.120, -0.812, -2.233], [4.265, -1.704, -2.851], [2.879, -1.583, -2.771], [2.047, -2.604, -3.485], [-0.813, -1.662, -2.803], [-1.088, -1.448, -4.144], [-1.693, -2.422, -4.919], [-2.030, -3.634, -4.345], [-1.767, -3.851, -3.006], [-1.165, -2.875, -2.219], [-0.875, -3.186, -0.775], [-3.359, 2.216, -3.084], [-2.397, 1.686, -1.702], [-2.745, 0.562, -3.009], [-2.288, 3.470, -4.691], [-0.286, 4.168, -5.933], [1.902, 3.119, -5.437], [2.059, 1.383, -3.707], [2.828, 1.169, -0.799], [5.229, 0.937, -1.000], [6.190, -0.926, -2.324], [4.684, -2.527, -3.413], [2.681, -3.362, -3.937], [1.458, -2.140, -4.273], [1.358, -3.100, -2.806], [-0.811, -0.507, -4.597], [-1.891, -2.242, -5.964], [-2.494, -4.411, -4.932], [-2.023, -4.800, -2.557], [-1.591, -3.914, -0.394], [-0.926, -2.281, -0.162], [0.120, -3.624, -0.668]], "mulliken_charge": [-0.035, -0.702, -0.261, -0.323, 0.225, -0.734, -0.919, -0.633, 0.304, 1.979, 0.131, -0.661, -0.403, 0.612, 0.497, 0.687, -2.241, 1.112, 0.120, -0.517, 0.787, -0.425, -0.474, 0.392, -0.953, -1.013, -1.424, 0.107, 0.917, 0.607, 0.547, 0.347, 0.246, 0.176, 0.247, 0.512, 0.477, 0.605, 0.011, -0.519, -0.171, -0.383, -0.371, -1.299, -0.414, 1.202, 0.084, 0.567, 0.490, 0.396, 0.411, -0.511, -0.351, 0.333, 0.099, 0.343, 0.084, -1.036, 0.777, -0.770, -1.000, -0.973, -0.939, 1.691, 1.453, 1.211, -0.511, -1.074, -0.883, -0.989, 0.262, -0.815, 1.660, -0.848, -0.946, -1.028, -0.783, 0.016, -0.582, 0.550, -0.041, 0.111, 0.454, 0.395, 0.481, 0.548, 0.319, 0.534, 0.383, 0.418, 0.560, 0.155, -0.005, 0.565, 0.503, 0.405, 0.498, 0.634, -0.704, 0.427]}

=====

no.,orbital gap (hartree)
1,0.239
2,0.356
3,0.275